# 1
Density functional theory data (ωB97M-V/def2-TZVPD) for the ion C6H13N2S with charge +1 at a distorted geometry.

```
22
Properties=species:S:1:pos:R:3:forces:R:3:lowdin_charge:R:1
C 1.35223 0.48863 0.44915 2.1 -0.6 1.6 -0.051
C -0.84229 0.03372 1.25217 -3.0 0.6 2.0 -0.150
C -2.04829 -0.66495 0.55032 0.9 0.5 -1.5 -0.636
C -1.27443 -1.63934 -0.33775 -3.0 -1.8 -2.8 -0.172
C -0.37584 1.90466 -0.21213 -1.7 -1.8 1.4 0.160
C 3.48484 -0.14081 -0.43310 -1.8 2.7 -0.7 0.010
N 0.02982 0.77851 0.32651 -2.4 1.3 -0.4 -0.138
N 2.08253 0.23430 -0.54873 -2.2 0.0 -3.1 0.004
S -3.03254 0.30527 -0.65205 -0.1 1.2 0.7 0.777
H -1.19905 0.85293 1.93191 0.4 -1.2 0.0 0.150
H -0.43522 -0.86857 1.77952 0.7 1.7 -0.3 0.153
H -2.82997 -1.17086 1.15869 1.3 0.5 0.4 0.117
H -1.87323 -2.57892 -0.43042 0.6 0.4 0.2 0.104
H -0.30109 -1.91639 -0.06735 1.3 -0.3 0.8 0.050
H -1.24160 -1.34383 -1.42774 0.1 0.2 1.1 0.080
H 0.28195 2.32995 -0.85196 2.1 1.5 -1.8 0.076
H -3.29750 1.41728 0.13173 -0.1 -1.0 -0.4 -0.097
H -1.30713 2.47199 -0.03028 0.6 -1.1 0.3 0.110
H 3.45910 -1.13445 -0.40353 0.7 -4.3 -1.0 0.061
H 3.75524 0.08692 0.52677 1.0 1.2 2.3 0.075
H 4.00792 0.39101 -1.17827 1.0 0.0 -0.8 0.101
H 1.60456 0.16296 -1.53348 1.3 0.1 1.9 0.216
```
Forces are in eV/Å.

Energy above the lowest of the compared OMol25 structures with the same formula, charge and spin: 117.81 kcal per mole
E: -20237.3717 eV
2S+1: 1
Net charge: +1

# 2
Density functional theory data (ωB97M-V/def2-TZVPD) for the ion C6H13N3 with charge +2 at a distorted geometry.

```
22
Properties=species:S:1:pos:R:3:forces:R:3:lowdin_charge:R:1
C 1.44007 0.27576 0.55514 -2.9 -2.1 -0.5 0.040
C 1.62117 2.68130 0.78731 2.2 0.8 1.0 -0.055
C -0.56162 -0.73875 -0.35800 -1.2 -0.3 -2.0 -0.329
C -0.75579 -0.00710 -1.47225 -1.1 -1.4 0.9 0.155
C -1.43911 -3.11708 -0.66052 0.4 0.5 -1.1 -0.068
C -1.38465 -1.86761 0.22126 -1.5 1.6 2.0 -0.198
N 0.68756 -0.77813 0.25147 3.5 0.7 -0.3 0.141
N 1.02325 1.55908 0.37641 -1.6 0.3 -0.1 0.136
N 1.05154 3.84082 0.96303 0.1 2.1 -0.9 0.239
H 2.17391 0.05795 1.23396 2.7 -0.1 1.0 0.151
H -1.62886 -0.08874 -2.08707 -0.9 -0.2 0.4 0.103
H -0.06885 0.54776 -2.01924 1.8 1.0 -0.3 0.072
H 2.72869 2.59564 1.02776 -1.4 0.3 -0.4 0.210
H -1.74247 -3.90913 -0.02094 -0.2 -1.0 0.3 0.071
H -0.43188 -3.33106 -1.09622 -0.7 -0.1 0.4 0.094
H -2.15212 -3.08089 -1.53304 0.7 0.4 1.0 0.114
H -0.94992 -2.02145 1.30342 -0.9 -0.3 -2.0 0.154
H -2.42051 -1.42024 0.44736 1.3 -0.9 -0.5 0.156
H 1.10129 -1.79646 0.25584 -0.6 2.5 0.8 0.261
H 0.06524 1.67183 0.03872 -0.1 -0.3 -0.2 0.165
H 1.57142 4.77597 0.95240 0.1 -2.1 0.5 0.209
H 0.07164 4.15052 0.83319 0.2 -1.3 -0.1 0.179
```
Forces are in eV/Å.

Energy above the lowest of the compared OMol25 structures with the same formula, charge and spin: 50.08 kcal per mole
E: -10884.0500 eV
2S+1: 1
Net charge: +2

# 3
Density functional theory data (ωB97M-V/def2-TZVPD) for the molecule C6H13N3O at a distorted geometry.

```
23
Properties=species:S:1:pos:R:3:forces:R:3:lowdin_charge:R:1
C 1.90868 -0.15848 2.03433 0.6 -1.6 2.1 -0.394
C 0.57421 1.81992 0.79058 -1.1 -0.2 -1.3 -0.001
C 1.60011 0.67414 0.83764 -0.4 1.0 -3.3 -0.277
C 2.08011 0.61023 3.35575 -2.2 1.1 -1.7 -0.007
C -1.72320 -0.44383 -0.37144 4.0 -3.4 -0.1 -0.049
C -1.79733 1.49230 -1.75788 -0.5 0.9 -0.8 -0.090
N 1.13035 -0.01151 -0.43847 1.9 1.4 0.2 0.004
N 0.23933 0.96565 -1.01594 2.3 1.9 4.2 -0.015
N -0.98536 0.53777 -1.12120 -1.9 -1.3 -0.2 -0.349
O 1.93228 -1.38854 2.10816 -0.3 1.8 -1.1 0.061
H -0.33510 1.67115 1.37864 0.0 0.0 -0.1 0.060
H 0.85199 2.89064 0.70963 0.2 -0.9 0.3 0.067
H 2.50441 1.25165 0.54756 0.2 -0.9 0.4 0.147
H 2.63459 1.53681 3.37056 0.1 0.4 -0.6 0.076
H 2.41308 0.04352 4.16752 0.3 -1.3 0.9 0.056
H 0.98694 0.87955 3.48160 1.1 0.0 0.5 0.105
H -0.96265 -1.08601 0.29669 -2.1 1.7 -0.8 0.129
H -2.54667 -0.04429 0.12303 -1.3 0.6 1.2 0.057
H -2.01650 -1.21030 -1.11600 -0.5 0.4 0.4 0.097
H -2.33793 2.21917 -1.10741 0.2 -0.7 0.3 0.089
H -0.93535 2.07360 -2.11856 -1.2 0.5 -1.6 0.092
H -2.57942 0.97310 -2.39757 1.2 1.0 0.1 0.110
H 0.61338 -0.82035 -0.34420 -0.6 -2.3 0.8 0.031
```
Forces are in eV/Å.

Energy above the lowest of the compared OMol25 structures with the same formula, charge and spin: 171.47 kcal per mole
E: -12944.2802 eV
2S+1: 1
Net charge: 0

# 4
Density functional theory data (ωB97M-V/def2-TZVPD) for the molecule C6H13N3O4S at a distorted geometry.

```
27
Properties=species:S:1:pos:R:3:forces:R:3:lowdin_charge:R:1
C 2.48288 -0.68694 0.39877 1.0 -1.0 0.8 -0.506
C -2.36008 0.29311 -1.85006 2.5 2.0 2.0 -0.103
C -2.56838 1.52394 -0.93754 -4.1 -2.3 1.6 -0.106
C -0.90650 -0.10293 -1.39152 -3.0 0.2 0.4 -0.187
C -2.05896 0.97419 0.40748 0.6 -1.2 -0.6 -0.417
C 4.21992 -2.28099 0.67192 0.1 3.2 1.1 -0.039
N 1.68205 -0.02912 -0.36597 -0.4 0.6 0.5 0.020
N -0.87491 0.17121 0.04711 3.2 1.2 0.0 -0.158
N -2.90544 -0.03235 0.97916 -0.3 -0.3 -0.7 0.073
O 2.61496 -0.64267 1.71175 -2.0 2.4 0.7 0.079
O 0.63428 2.27803 -0.39924 0.1 -0.1 -1.0 -0.261
O 0.76967 1.27558 1.72421 0.6 -1.3 1.5 -0.294
O 3.32927 -1.57516 -0.15997 -1.7 1.2 -0.2 0.022
S 0.62488 1.03956 0.30876 -1.7 -0.2 -1.0 0.658
H -3.13510 -0.42677 -1.82289 -0.4 -0.9 0.8 0.098
H -2.26593 0.56716 -2.82217 0.1 1.0 -3.1 0.069
H -2.11247 2.41025 -1.12479 2.2 2.2 -1.2 0.068
H -3.66203 1.88976 -0.90548 1.3 -1.0 0.3 0.140
H -0.82688 -1.10101 -1.54132 0.5 -3.3 -0.3 0.078
H -0.07542 0.30602 -1.89010 0.4 1.2 -1.0 0.086
H -1.70056 1.65261 1.13556 0.0 1.4 0.6 0.117
H 4.42656 -3.12642 0.19517 1.9 -3.0 -2.7 0.060
H 3.85146 -2.67052 1.54347 -2.0 -0.4 2.4 0.068
H 5.01195 -1.63929 1.03323 0.7 0.0 -0.6 0.114
H 1.93510 0.14230 2.09330 1.5 -1.9 -1.2 0.169
H -3.72995 0.39533 1.31895 -0.9 0.0 0.8 0.066
H -2.40035 -0.60490 1.64221 -0.3 0.3 0.2 0.086
```
Forces are in eV/Å.

E: -29926.0995 eV
2S+1: 1
Net charge: 0

# 5
Density functional theory data (ωB97M-V/def2-TZVPD) for the molecule C6H13N5 at a distorted geometry.

```
24
Properties=species:S:1:pos:R:3:forces:R:3:lowdin_charge:R:1
C 2.70271 -0.41365 -0.27442 0.0 -0.1 0.5 -0.285
C 1.45850 0.17617 0.04275 -0.3 1.5 -1.2 -0.259
C 2.97871 -1.79280 -0.79458 -0.3 2.9 0.4 -0.009
C -1.23578 1.59759 0.89854 -1.6 -2.6 0.3 -0.092
C -2.05805 0.54569 -1.23213 0.0 0.0 2.9 -0.055
C -0.76949 0.95642 -0.44639 -0.5 1.3 0.5 -0.374
N 3.62480 0.50372 -0.10370 1.7 -0.1 0.3 0.085
N 1.70925 1.44094 0.30728 -1.2 1.2 1.4 0.083
N 3.01010 1.58974 0.33494 -0.4 -1.0 -0.9 -0.066
N -0.18257 -1.37958 0.38650 -2.0 -0.8 2.8 0.029
N 0.12794 -0.19318 -0.26804 1.5 -0.4 -0.3 -0.158
H 2.07273 -1.93445 -1.31972 -0.5 -1.1 -1.4 0.059
H 3.90504 -1.70123 -1.31961 0.3 -0.6 -0.7 0.076
H 3.01396 -2.43059 0.02272 0.3 -1.6 1.3 0.056
H -2.08371 0.89853 1.38802 1.3 2.0 -1.2 0.116
H -0.50186 1.61377 1.65816 1.2 0.0 0.6 0.029
H -1.49056 2.62806 0.72517 -0.8 0.3 0.0 0.064
H -2.96295 1.12465 -0.90808 0.9 -0.5 -0.2 0.090
H -2.25376 -0.52781 -1.12716 0.0 0.2 0.4 0.069
H -1.90480 0.68307 -2.22115 0.4 0.6 -3.3 0.019
H -0.09742 1.80649 -0.93694 -1.7 -2.1 0.5 0.162
H 3.42893 2.50777 0.35286 0.1 -0.3 0.0 0.153
H -0.80931 -1.31337 1.26788 1.5 0.3 -2.0 0.124
H -0.45368 -2.22815 -0.11489 0.0 1.1 -0.6 0.084
```
Forces are in eV/Å.

Energy above the lowest of the compared OMol25 structures with the same formula, charge and spin: 80.68 kcal per mole
E: -13880.3508 eV
2S+1: 1
Net charge: 0

# 6
Density functional theory data (ωB97M-V/def2-TZVPD) for a cluster of 2 separate species, C6H13NO in total.

```
21
Properties=species:S:1:pos:R:3:forces:R:3:lowdin_charge:R:1
C -1.34142 -1.52581 0.14031 -0.2 0.0 0.5 0.025
C -2.06457 -0.49268 -0.26116 -0.2 -0.4 -0.7 -0.503
O -3.11373 -0.03372 0.50719 0.1 0.0 0.3 -0.011
C -1.97742 0.13660 -1.61230 -0.4 0.4 0.0 -0.073
H -0.58260 -1.96378 -0.48222 0.3 0.2 0.0 0.049
H -1.51021 -1.91437 1.13672 0.0 -0.2 -0.1 0.057
H -3.79271 0.29440 -0.08871 0.0 0.2 0.0 0.079
H -1.09780 -0.16375 -2.17040 0.1 -0.1 0.1 0.080
H -2.89411 -0.10876 -2.16801 0.1 -0.1 -0.2 0.070
H -1.95804 1.22667 -1.52036 0.1 -0.1 0.1 0.065
C 2.62322 -0.98040 0.78865 0.1 0.3 0.3 -0.150
C 2.20355 0.48150 0.93153 0.0 0.2 -0.4 -0.438
C 0.62124 1.87012 -0.07133 0.2 0.2 0.2 -0.270
N 1.54857 0.92658 -0.26185 -0.2 -0.4 -0.1 -0.182
H 3.12278 -1.35549 1.69247 -0.1 0.0 -0.1 0.047
H 1.74637 -1.58495 0.56936 -0.1 -0.1 0.0 0.035
H 3.31505 -1.05918 -0.04451 0.1 -0.1 -0.2 0.047
H 3.11415 1.08896 1.12616 0.0 0.0 0.2 0.076
H 1.53491 0.60162 1.80165 0.1 -0.1 0.2 0.074
H 0.52429 2.40509 0.88142 -0.2 -0.1 -0.1 -0.030
H -0.02152 2.15134 -0.89461 0.1 0.2 -0.1 -0.045
```
Forces are in eV/Å.

Energy above the lowest of the compared OMol25 structures with the same formula, charge and spin: 44.23 kcal per mole
E: -9967.6108 eV
2S+1: 2
Net charge: -1